Density functional theory data (ωB97M-V/def2-TZVPD) for 2 unconnected molecules or ions with the total composition C3H4BrFO.

Calculated values
relative energy (zero: lowest compared OMol25 entry of this formula, charge and spin)	199.1	kJ/mol
2S+1	1

```
10
Properties=species:S:1:pos:R:3:forces:R:3:lowdin_charge:R:1
C 0.7354 -0.3872 -0.8955 0.23 0.09 -0.03 -0.16
H 0.6261 0.4968 -1.5221 0.00 -0.06 0.06 0.08
H 0.5788 -1.2776 -1.4987 -0.03 0.01 0.03 0.08
H 1.7565 -0.4118 -0.5091 0.03 -0.04 0.04 0.09
H -1.7648 -0.0510 -0.5617 3.35 -0.77 1.87 0.27
C -0.4001 0.8818 1.0398 -0.05 0.89 0.16 -0.60
Br -0.3950 -1.9099 1.2760 0.07 -0.11 -0.01 0.79
C -0.2400 -0.3420 0.2392 -3.75 0.42 -2.21 -0.74
O -0.7100 1.0124 2.1705 0.09 -0.10 -0.06 0.14
F -0.1867 1.9885 0.2615 0.05 -0.33 0.14 0.06
```
Positions in Å, forces in eV/Å.


Density functional theory data (ωB97M-V/def2-TZVPD) for 2 unconnected molecules or ions with the total composition C9H25N5O.

Calculated values
net charge	+2
2S+1	1

```
40
Properties=species:S:1:pos:R:3:forces:R:3:lowdin_charge:R:1
H 4.6162 -2.6606 -0.4594 -0.20 -1.28 -1.12 0.06
H 4.5232 -0.7718 -0.8810 1.61 -2.73 1.15 0.11
C 0.9844 -0.4125 -1.3049 0.74 -2.12 4.06 -0.09
H 3.2366 3.1392 0.6690 -0.36 -1.14 -1.47 0.14
H 1.0845 -1.5533 -0.9999 -0.79 2.16 -0.84 0.18
H 1.7469 -0.1533 1.2250 -0.26 0.97 0.23 0.12
H 3.4810 1.5336 1.9124 -0.12 -0.22 0.79 0.11
N -4.3760 -1.2546 1.0911 -0.62 -1.63 -0.04 0.03
H -1.8953 0.0572 -1.8403 0.76 -0.38 -0.89 0.13
N -5.0660 -0.5766 0.2949 -1.51 -0.96 0.41 -0.16
C -0.1384 0.3110 -0.4779 0.44 -1.85 -0.51 -0.11
C -4.0360 2.0568 0.7044 1.39 1.38 2.88 -0.06
H -1.5491 -1.4104 -0.7475 -0.06 1.34 -0.60 0.15
C 3.5916 1.1867 0.9057 0.97 2.01 -0.68 -0.10
H 3.6258 -1.4657 1.7808 -0.15 -0.45 1.22 0.12
H -0.2423 1.3014 -0.8112 0.47 1.69 -0.21 0.10
H 2.7594 -2.2138 0.4816 -2.02 -0.93 0.16 0.09
H -6.8666 -0.1680 -0.4221 0.08 0.31 -0.35 0.11
C 3.3144 -1.3791 0.7711 3.20 -0.27 -0.01 -0.19
H 2.4077 1.1449 -0.9327 0.18 -0.62 -1.13 0.14
H -6.7832 -1.7554 0.2179 0.56 0.43 0.03 0.13
H 3.1299 -0.4667 -1.3345 -1.32 1.39 0.18 0.15
C 2.6452 -0.0327 0.6511 2.34 -0.76 -2.74 -0.22
C -1.5388 -0.2831 -0.8834 0.07 -1.07 1.87 -0.12
H 0.9535 -0.3191 -2.3276 -0.51 0.19 -2.38 0.11
H 0.2158 0.3126 0.6080 -1.56 -0.18 -1.48 0.13
H 4.7580 1.2021 0.7305 -2.39 -1.25 0.04 0.18
N -2.5972 0.2375 0.0003 0.21 -0.33 0.85 0.01
N -6.2799 -0.9304 -0.1426 0.68 -0.92 1.06 0.10
H -3.7308 3.1592 0.7469 -0.35 -1.45 -0.21 0.14
C 4.6239 -1.6889 -0.0816 -0.90 5.06 0.09 -0.02
H -4.9274 2.0183 0.1633 -2.30 0.21 -0.06 0.07
C -3.1783 1.3632 -0.2046 2.52 0.72 -0.58 -0.14
H 5.5600 -1.5659 0.4905 -0.50 0.30 -0.38 0.09
N 2.3381 0.0955 -0.8903 -0.21 0.50 1.59 0.05
O 3.1242 2.3524 0.0552 0.40 -0.31 2.28 -0.12
H -4.7280 -2.2133 1.4835 0.08 1.98 -1.01 0.14
H -3.9866 1.6670 1.7734 -0.72 0.28 -1.58 0.13
H -2.9972 -0.5075 0.7752 0.04 1.49 -0.93 0.14
H -2.9166 2.0620 -1.0557 0.09 -1.57 0.27 0.18
```
Positions in Å, forces in eV/Å.


Density functional theory data (ωB97M-V/def2-TZVPD) for 3 unconnected molecules or ions with the total composition C9H24O9S3.

Calculated values
relative energy (zero: lowest compared OMol25 entry of this formula, charge and spin)	269.4	kJ/mol
2S+1	1

```
45
Properties=species:S:1:pos:R:3:forces:R:3:lowdin_charge:R:1
H 4.4067 0.8535 0.5310 0.47 -0.56 0.03 0.11
H -3.2243 -2.8704 -0.8481 0.37 0.48 -0.23 0.07
C 3.3934 0.6978 0.1607 1.94 0.12 -0.86 -0.33
H -0.0788 -2.3436 -4.2356 -0.37 0.07 -0.31 0.07
O 1.4259 2.5674 -2.8755 -3.61 -2.14 0.87 -0.33
C 0.0887 1.2239 -0.8255 0.25 0.61 -0.92 -0.07
O 1.6992 2.7549 1.5754 1.16 0.19 -0.39 -0.28
C -1.0003 -0.4024 -3.5570 0.91 -0.56 1.73 -0.19
H 3.8117 3.0447 3.7123 -0.58 0.05 -0.37 0.06
C -0.6651 -1.9556 -3.4026 0.53 1.19 -0.42 -0.05
S 0.1120 1.8926 -2.5843 1.73 0.74 0.18 0.73
S -2.5420 0.4671 1.8338 -0.31 1.23 -0.33 0.72
S 2.2471 1.6518 2.3049 -0.61 -0.38 1.91 0.66
H 3.2227 1.6904 -0.2561 -0.89 -0.28 -0.80 0.12
H 3.8897 -1.3974 -0.3872 0.05 0.16 1.02 0.08
H -0.1093 2.0752 -0.1742 -0.02 -0.02 -0.14 0.06
H 1.0558 0.7854 -0.5797 -0.16 0.32 -0.43 0.02
C 3.2629 -0.5609 -0.6964 1.03 0.00 -0.25 -0.04
H -0.0270 -2.1957 -2.5522 0.04 0.70 0.33 0.06
H 4.3205 1.3945 3.8835 -0.61 -0.52 -0.37 0.06
H -4.4113 -0.9802 2.6386 0.37 -0.08 -0.41 0.06
C 3.9192 2.1086 3.1644 -0.69 -0.13 -1.25 -0.07
H -4.2320 0.4203 3.5981 0.47 0.26 0.01 0.06
O -1.4301 0.2919 2.8006 -2.85 -0.41 -2.40 -0.29
H -5.1143 0.5624 2.1275 0.70 0.20 -0.80 0.07
H -1.5873 -0.1464 -2.6750 -0.58 0.01 -0.28 0.09
H -1.4931 -2.0120 1.6410 -0.19 -0.52 0.18 0.12
H -1.5017 -0.0801 -4.4695 0.06 -0.41 0.06 0.12
H 3.7166 -0.4426 -1.6804 -0.98 0.46 -0.45 0.09
C -2.7380 -3.0729 0.1062 -0.32 -0.08 -0.24 -0.05
O -2.5543 -0.6654 0.5873 -1.26 2.71 1.13 -0.29
O -2.6859 1.7488 1.1320 0.44 -2.39 1.20 -0.30
H -0.6725 0.4587 -0.6736 -0.22 0.26 -0.45 0.04
H -1.5472 -2.5708 -3.2246 -0.28 0.31 -0.44 0.06
O -1.1299 2.6482 -2.8110 2.03 -1.89 0.04 -0.31
O 1.3714 1.1164 3.3186 1.35 -0.31 -0.82 -0.29
O 0.2225 0.4276 -3.4046 -0.56 0.94 0.14 -0.31
H -3.5829 -3.4609 0.6751 0.18 0.47 0.78 0.07
C -1.9074 -1.8896 0.6402 1.13 -1.23 0.20 -0.30
H -1.0282 -1.7359 0.0146 0.17 -0.53 -0.27 0.10
H -2.1162 -3.9505 -0.0703 0.35 0.17 0.09 0.08
H 4.6348 2.2555 2.3554 0.00 0.05 0.06 0.04
C -4.2307 0.0918 2.5588 0.69 -0.33 1.06 -0.10
H 2.2440 -0.9381 -0.6088 0.00 0.21 -0.78 0.07
O 2.5648 0.4415 1.2319 -1.35 0.87 3.40 -0.27
```
Positions in Å, forces in eV/Å.


Density functional theory data (ωB97M-V/def2-TZVPD) for 2 unconnected molecules or ions with the total composition C4H13NO2.

Calculated values
relative energy (zero: lowest compared OMol25 entry of this formula, charge and spin)	130.6	kJ/mol
2S+1	1

```
20
Properties=species:S:1:pos:R:3:forces:R:3:lowdin_charge:R:1
H 2.6780 -0.9519 -0.1070 -0.56 -0.58 0.21 0.10
H -0.4800 2.6700 2.1384 0.21 -0.39 -0.59 0.01
H -2.2134 1.0954 -0.0593 -0.45 -0.68 0.57 0.11
H 0.9253 0.9726 -0.8013 0.22 -0.18 -0.18 0.11
H -1.2879 3.2095 0.8912 0.47 -0.38 -0.01 0.02
H 1.7569 0.8370 0.7399 -0.49 0.61 0.40 0.09
H 1.2078 -1.6476 0.7878 0.51 -0.30 0.38 0.09
H 1.6923 -2.5678 -1.7122 -0.21 -0.30 0.31 0.06
H 1.1357 -1.0307 -2.1913 0.23 0.13 0.21 0.07
H -1.1378 0.4157 -1.2653 -0.17 0.03 1.19 0.14
N -0.3426 0.4486 0.6931 -1.12 0.73 0.56 -0.08
C 1.5815 -1.1108 -0.0742 -1.22 2.39 -0.95 -0.20
O -1.9211 -1.0483 -0.1782 -0.82 -0.24 -0.27 -0.05
C 1.0645 -1.7475 -1.3583 0.39 0.42 -1.22 -0.14
H -2.4029 -1.2968 0.6152 -0.09 0.35 0.12 0.09
O -1.2089 3.2122 1.8453 -0.77 0.84 0.61 -0.06
C -1.4800 0.2892 -0.1906 1.58 0.05 -1.74 -0.30
H -0.5429 -0.1360 1.5063 0.74 0.30 -0.20 0.12
H 0.0086 -2.0169 -1.4057 0.13 -0.27 0.65 0.06
C 0.9668 0.4042 0.1262 1.41 -2.55 -0.04 -0.23
```
Positions in Å, forces in eV/Å.


| no. | gap between HOMO and LUMO (eV) | LUMO level (eV) |
| --- | --- | --- |
| 1 | 9.52 | -0.74 |
| 2 | 10.61 | -5.81 |
| 3 | 11.18 | 0.39 |
| 4 | 9.49 | 0.82 |